C45H30F4IN12Sc | wB97M-V/def2-TZVPD

Structure (XYZ):
```
93
Properties=species:S:1:pos:R:3:forces:R:3
Sc 0.0203 0.0796 -0.1174 -0.410 -0.082 0.365
C -0.9113 6.7285 -0.1847 0.014 0.014 0.025
C 0.0570 6.7281 0.8337 -0.025 0.004 -0.012
C 0.7479 5.5787 1.1666 -0.020 0.002 -0.036
C 0.4359 4.4197 0.4620 0.149 0.011 0.079
C 0.9525 3.0606 0.5352 -0.143 0.065 -0.014
N 1.9598 2.7282 1.3122 0.067 -0.137 0.056
C 2.4945 1.5187 1.3059 0.003 0.073 -0.016
C 3.7071 1.1920 2.0303 -0.019 0.079 0.086
C 4.5368 1.9414 2.8620 -0.023 -0.018 -0.019
C 5.6304 1.3024 3.4105 0.017 -0.051 -0.007
C 5.9032 -0.0498 3.1333 0.013 0.053 0.023
C 5.0878 -0.7889 2.3009 -0.038 0.025 -0.024
C 3.9780 -0.1457 1.7557 0.057 -0.113 0.024
C 2.9313 -0.5980 0.8627 -0.031 -0.075 0.018
N 2.9068 -1.8327 0.3595 0.017 0.055 0.006
C 2.0982 -2.1856 -0.6010 -0.108 0.011 -0.099
N 1.1752 -1.3987 -1.2591 -0.120 -0.194 0.044
C 0.6305 -2.1418 -2.2561 0.161 -0.043 -0.085
N -0.2531 -1.7644 -3.1588 -0.005 0.025 0.001
C -0.7702 -0.5457 -3.1562 -0.092 0.028 0.049
N -0.6204 0.4212 -2.2157 0.009 0.059 -0.064
C -1.2997 1.5366 -2.6446 -0.057 -0.035 -0.013
N -1.3238 2.7296 -2.0978 0.012 -0.022 -0.022
C -0.5686 3.0629 -1.0634 0.047 0.021 0.046
N 0.2795 2.2634 -0.3522 0.111 0.216 0.028
C -0.5163 4.4218 -0.5503 -0.109 -0.036 -0.095
C -1.2050 5.5813 -0.8960 0.007 -0.010 0.020
C -1.9845 1.2354 -3.8964 -0.038 0.143 0.021
C -2.8019 1.9998 -4.7204 0.037 -0.034 0.000
C -3.2771 1.4000 -5.8730 -0.017 -0.042 -0.007
C -2.9375 0.0785 -6.2011 -0.017 0.044 -0.007
C -2.1124 -0.6740 -5.3844 0.011 0.012 0.022
C -1.6470 -0.0715 -4.2222 0.053 -0.102 -0.061
C 1.1895 -3.4968 -2.2340 -0.101 0.016 -0.037
C 0.9275 -4.6219 -3.0000 -0.016 -0.003 0.032
C 1.5993 -5.7867 -2.6632 0.016 -0.007 0.016
C 2.5103 -5.8182 -1.6003 -0.007 -0.004 -0.025
C 2.7794 -4.6857 -0.8482 -0.017 -0.017 -0.021
C 2.0950 -3.5278 -1.1837 0.109 0.033 0.078
N 2.0475 0.4105 0.6365 0.033 0.013 0.035
H -1.4345 7.6484 -0.4123 0.010 0.002 -0.002
H 0.2635 7.6491 1.3639 -0.007 0.000 -0.005
H 1.5025 5.5714 1.9418 -0.003 -0.010 0.004
H 4.3235 2.9818 3.0681 -0.007 -0.002 -0.011
H 6.2952 1.8491 4.0670 0.005 -0.008 0.000
H 6.7720 -0.5133 3.5827 -0.002 0.003 0.003
H 5.2906 -1.8275 2.0765 -0.001 0.002 0.000
H -1.9444 5.5738 -1.6857 0.004 -0.010 0.000
H -3.0477 3.0219 -4.4652 -0.002 -0.004 0.008
H -3.9237 1.9579 -6.5382 0.008 -0.005 -0.009
H -3.3272 -0.3537 -7.1137 -0.001 0.002 0.001
H -1.8350 -1.6895 -5.6328 -0.004 -0.002 0.012
H 0.2136 -4.5875 -3.8123 0.007 0.005 -0.001
H 1.4133 -6.6938 -3.2238 0.006 0.004 -0.003
H 3.0095 -6.7486 -1.3625 -0.005 -0.002 -0.001
H 3.4774 -4.7013 -0.0222 -0.002 0.009 0.002
C -0.3391 1.8040 3.7795 0.019 -0.001 -0.004
N -0.6086 0.5783 3.0350 0.047 -0.010 0.057
C -1.9026 0.0460 3.4602 0.066 0.036 -0.072
C 0.4394 -0.3942 3.3372 -0.051 -0.002 0.034
C 0.2693 -1.7380 2.6356 -0.052 -0.061 0.010
N -0.2673 -1.6321 1.2785 0.189 0.208 -0.099
C -0.7145 -2.7990 0.7387 -0.051 0.059 0.057
C -1.6231 -2.7295 -0.3309 0.073 -0.037 -0.007
F -1.9542 -1.4645 -0.7507 0.018 -0.091 -0.005
C -2.1609 -3.8016 -0.9949 0.000 0.016 0.008
F -3.0193 -3.5720 -2.0000 -0.025 -0.009 -0.034
C -1.8307 -5.0903 -0.6287 0.017 -0.006 -0.004
C -0.9317 -5.2128 0.4133 0.014 0.026 0.015
F -0.5437 -6.4377 0.7969 0.002 -0.026 -0.004
C -0.3845 -4.1301 1.0775 -0.050 0.003 -0.014
F 0.5325 -4.3996 2.0262 0.048 0.034 0.027
H -0.3360 1.6171 4.8648 0.003 0.037 0.010
H -1.1069 2.5506 3.5700 -0.011 -0.017 0.039
H 0.6275 2.2172 3.4959 0.053 -0.010 -0.023
H -1.8676 -0.2620 4.5174 -0.021 -0.017 -0.019
H -2.1769 -0.8091 2.8461 0.005 -0.037 -0.031
H -2.6756 0.8075 3.3593 0.010 0.035 -0.049
H 0.4619 -0.5950 4.4230 0.026 -0.012 -0.006
H 1.4002 0.0547 3.0970 0.046 0.054 -0.091
H -0.3984 -2.3620 3.2421 -0.023 0.003 -0.033
H 1.2455 -2.2313 2.6628 0.029 -0.015 -0.002
H -2.2330 -5.9542 -1.1346 -0.001 0.007 -0.007
I -4.6349 4.3179 1.6276 -0.041 0.092 0.040
C -3.7814 2.6027 0.8995 0.061 -0.112 -0.060
C -4.3772 1.6049 0.1611 -0.049 -0.056 0.031
N -3.4203 0.7000 -0.0967 0.083 0.054 -0.063
N -2.2311 1.0555 0.4126 0.091 -0.188 -0.085
C -2.4441 2.2075 1.0276 0.001 0.022 -0.005
H -5.3889 1.4768 -0.1837 0.001 0.010 0.012
H -3.4893 -0.1635 -0.6105 -0.039 0.026 -0.007
H -1.6360 2.7145 1.5269 -0.023 0.028 -0.025
```
Positions in Å, forces in eV/Å.

Computed properties:
calculated total energy: -104710.427 eV
highest occupied orbital energy (spin up / spin down): -6.4 / -6.4 eV
Kohn-Sham gap (spin up / spin down): 5.0 / 4.9 eV
multiplicity: 1

Atomic partial charges in e from the Mulliken method, atoms 1 to 8:
1. Sc -1.0397
2. C -0.7253
3. C -0.6908
4. C -0.2859
5. C 0.4243
6. C -0.4127
7. N -0.3349
8. C -0.8124